Record 1
{"formula": "C3H2ClF2N", "method": "ωB97M-V/def2-TZVPD", "charge": 0, "homo_lumo_gap_ev": 10.603, "homo_energy_ev": -12.40, "elements": ["C", "C", "C", "N", "F", "F", "Cl", "H", "H"], "xyz": [[0.463, -1.104, 0.772], [-0.565, 0.310, -0.841], [0.514, 0.164, 0.231], [0.292, -2.162, 1.197], [-1.277, -0.872, -0.977], [-0.313, 1.087, 1.686], [2.027, 0.947, 0.140], [0.050, 0.592, -1.785], [-1.190, 1.037, -0.423]], "nbo_charge": [0.170, 0.002, 0.191, -0.150, -0.326, -0.502, 0.170, 0.202, 0.242]}

Record 2
{"formula": "C4H5NO", "method": "ωB97M-V/def2-TZVPD", "charge": 0, "homo_lumo_gap_ev": [7.241, 8.152], "homo_energy_ev": [-8.09, -8.20], "elements": ["C", "C", "N", "O", "C", "C", "H", "H", "H", "H", "H"], "xyz": [[-1.768, -1.436, -0.009], [1.962, 0.705, 0.024], [0.672, 1.021, -0.503], [-2.324, -0.273, -0.234], [-1.722, 0.881, -0.245], [-0.436, 1.060, 0.022], [-2.457, -2.261, -0.059], [-0.888, -1.590, 0.597], [1.948, -0.160, 0.692], [2.628, 0.475, -0.811], [2.386, 1.578, 0.527]], "nbo_charge": [-0.037, -0.430, -0.385, -0.396, 0.089, 0.227, 0.161, 0.150, 0.192, 0.213, 0.216]}

Record 3
{"formula": "C5H6NP", "method": "ωB97M-V/def2-TZVPD", "charge": 0, "homo_lumo_gap_ev": [6.627, 6.622], "homo_energy_ev": [-7.19, -7.18], "elements": ["C", "C", "C", "C", "C", "N", "P", "H", "H", "H", "H", "H", "H"], "xyz": [[0.301, 1.290, -1.109], [-0.950, 1.298, -0.637], [1.029, 0.254, -0.483], [0.272, -0.506, 0.333], [-1.166, 0.025, 0.180], [0.719, -1.660, 0.978], [2.162, -2.197, 1.522], [0.555, 2.098, -1.823], [-1.747, 2.026, -0.690], [-1.623, 0.180, 1.148], [-1.731, -0.770, -0.294], [0.043, -2.211, 1.418], [2.138, 0.173, -0.544]], "nbo_charge": [-0.228, -0.178, -0.261, 0.162, -0.488, -0.872, 0.313, 0.229, 0.215, 0.231, 0.246, 0.402, 0.230]}

Record 4
{"formula": "CHF2O3S", "method": "ωB97M-V/def2-TZVPD", "charge": -1, "homo_lumo_gap_ev": [6.478, 9.014], "homo_energy_ev": [-3.06, -5.21], "elements": ["C", "O", "O", "O", "F", "F", "S", "H"], "xyz": [[-1.761, 0.330, -0.290], [2.956, 0.714, 0.087], [2.357, -1.618, -0.074], [0.785, 0.108, 0.873], [-2.447, 0.491, 0.869], [-2.374, 0.971, -1.443], [2.112, -0.336, 0.597], [-1.629, -0.660, -0.619]], "nbo_charge": [0.622, -1.012, -1.003, -1.012, -0.343, -0.408, 2.048, 0.107]}

Record 5
{"formula": "C29H65F3N8O10P2S4Ta", "method": "ωB97M-V/def2-TZVPD", "charge": -1, "homo_lumo_gap_ev": 7.274, "homo_energy_ev": -5.74, "elements": ["C", "C", "C", "O", "C", "O", "C", "S", "Ta", "C", "C", "C", "C", "S", "C", "N", "N", "C", "O", "C", "C", "O", "C", "F", "F", "F", "S", "C", "O", "O", "O", "C", "O", "C", "S", "H", "H", "H", "H", "H", "H", "H", "H", "H", "H", "H", "H", "H", "H", "H", "H", "H", "H", "H", "H", "H", "H", "H", "H", "H", "H", "H", "H", "H", "O", "P", "N", "C", "C", "N", "C", "C", "N", "C", "C", "H", "H", "H", "H", "H", "H", "H", "H", "H", "H", "H", "H", "H", "H", "H", "H", "H", "H", "O", "P", "N", "C", "C", "N", "C", "C", "N", "C", "C", "H", "H", "H", "H", "H", "H", "H", "H", "H", "H", "H", "H", "H", "H", "H", "H", "H", "H"], "xyz": [[4.073, 0.679, 0.408], [4.707, -0.694, 0.264], [3.798, -1.778, -0.264], [2.648, -2.048, 0.540], [1.444, -1.740, -0.088], [0.862, -2.579, -0.699], [0.970, -0.331, 0.141], [-0.771, -0.085, -0.297], [-1.638, 2.000, 0.746], [0.417, 2.720, 1.386], [0.935, 3.950, 0.598], [1.658, 3.473, -0.688], [1.154, 4.124, -2.000], [0.647, 2.871, -3.246], [2.227, 2.375, -3.804], [2.754, 2.427, -4.983], [4.033, 1.926, -4.839], [4.200, 1.601, -3.614], [3.077, 1.848, -2.889], [-3.774, 1.600, 0.026], [-3.975, 0.478, -1.004], [-5.158, 0.807, -1.771], [-4.261, -0.917, -0.364], [-3.339, -1.842, -0.689], [-5.437, -1.418, -0.799], [-4.365, -0.879, 0.973], [-1.982, 0.591, 2.956], [-1.684, -1.176, 2.779], [-0.920, 1.058, 3.871], [-3.333, 0.764, 3.501], [5.312, -1.089, 1.515], [6.461, -0.431, 1.807], [7.508, -0.721, 1.299], [6.402, 0.682, 2.838], [7.042, 2.257, 2.170], [4.791, 1.448, 0.676], [3.662, 0.963, -0.564], [3.243, 0.659, 1.111], [5.523, -0.592, -0.464], [3.517, -1.592, -1.304], [4.393, -2.694, -0.285], [1.120, -0.108, 1.196], [1.570, 0.328, -0.483], [-2.297, 3.419, 1.706], [-1.426, 3.013, -0.767], [0.262, 3.076, 2.413], [1.183, 1.945, 1.452], [0.122, 4.616, 0.318], [1.679, 4.451, 1.224], [2.741, 3.599, -0.633], [1.478, 2.403, -0.780], [1.971, 4.660, -2.480], [0.313, 4.784, -1.814], [5.066, 1.181, -3.137], [-4.380, 1.477, 0.929], [-4.128, 2.514, -0.458], [-3.195, 0.429, -1.759], [-5.748, 1.226, -1.136], [-2.127, -1.594, 1.879], [-0.618, -1.407, 2.771], [-2.132, -1.671, 3.643], [7.048, 0.453, 3.681], [5.391, 0.848, 3.203], [5.895, 2.924, 1.974], [2.669, -0.012, 4.795], [2.003, -0.998, 5.700], [2.696, -0.486, 7.200], [3.215, -1.257, 8.302], [2.367, 0.876, 7.592], [2.698, -2.429, 5.015], [3.238, -3.579, 5.726], [3.459, -2.207, 3.782], [0.629, -1.814, 6.325], [-0.587, -0.987, 6.302], [0.553, -2.790, 7.384], [2.477, -1.413, 9.106], [4.065, -0.733, 8.753], [3.594, -2.228, 7.995], [1.351, 0.955, 8.006], [2.431, 1.550, 6.737], [3.068, 1.245, 8.344], [3.911, -3.307, 6.544], [3.825, -4.202, 5.052], [2.451, -4.245, 6.086], [4.458, -1.808, 4.001], [2.953, -1.521, 3.116], [3.585, -3.134, 3.218], [-0.608, -0.260, 7.126], [-1.480, -1.612, 6.383], [-0.668, -0.436, 5.367], [0.216, -2.341, 8.329], [1.484, -3.307, 7.590], [-0.176, -3.557, 7.102], [-3.805, 1.262, -8.183], [-4.421, 0.151, -7.392], [-3.817, 0.536, -5.835], [-3.290, -0.327, -4.800], [-4.238, 1.826, -5.306], [-3.635, -1.156, -8.201], [-3.056, -2.351, -7.593], [-2.850, -0.792, -9.384], [-5.772, -0.813, -6.918], [-7.038, -0.075, -6.916], [-5.824, -1.899, -5.964], [-4.058, -0.597, -4.061], [-2.488, 0.177, -4.251], [-2.840, -1.236, -5.190], [-5.267, 1.802, -4.922], [-4.182, 2.597, -6.077], [-3.585, 2.143, -4.491], [-2.419, -2.132, -6.734], [-2.421, -2.873, -8.308], [-3.818, -3.085, -7.327], [-1.866, -0.386, -9.118], [-3.366, -0.062, -9.998], [-2.699, -1.674, -10.010], [-7.147, 0.563, -6.028], [-7.887, -0.762, -6.940], [-7.119, 0.558, -7.804], [-6.229, -1.572, -4.997], [-4.869, -2.370, -5.766], [-6.486, -2.678, -6.357]], "lowdin_charge": [-0.006, -0.305, -0.114, -0.024, -0.528, 0.140, -0.485, 0.565, 1.393, -0.407, -0.311, -0.282, -0.435, 0.941, -0.695, 0.060, 0.038, -0.182, -0.011, -0.340, -0.363, -0.065, -0.579, 0.099, 0.116, 0.118, 0.393, -0.234, -0.494, -0.467, 0.000, -0.554, 0.120, -0.433, 0.738, 0.052, 0.068, 0.085, 0.152, 0.143, 0.140, 0.070, 0.052, -0.081, -0.084, 0.034, 0.018, 0.067, 0.092, 0.102, 0.042, 0.072, 0.065, 0.128, 0.044, 0.042, 0.097, 0.085, 0.017, 0.047, 0.054, 0.077, 0.080, -0.150, -0.284, 0.721, -0.313, -0.147, -0.133, -0.276, -0.133, -0.147, -0.314, -0.122, -0.136, 0.077, 0.079, 0.045, 0.072, 0.072, 0.075, 0.058, 0.076, 0.067, 0.080, 0.050, 0.084, 0.078, 0.085, 0.031, 0.085, 0.049, 0.091, -0.287, 0.694, -0.305, -0.122, -0.122, -0.289, -0.131, -0.151, -0.323, -0.141, -0.127, 0.076, 0.084, 0.050, 0.072, 0.069, 0.081, 0.062, 0.073, 0.067, 0.087, 0.062, 0.073, 0.074, 0.077, 0.076, 0.090, 0.053, 0.090]}

Record 6
{"formula": "C4H5NO", "method": "ωB97M-V/def2-TZVPD", "charge": 0, "homo_lumo_gap_ev": 9.765, "homo_energy_ev": -8.94, "smiles": "C1=C2ON2CC1", "elements": ["C", "C", "C", "C", "N", "O", "H", "H", "H", "H", "H"], "xyz": [[0.183, -1.254, -0.001], [1.309, -0.609, 0.223], [-0.982, -0.230, 0.199], [-0.139, 1.107, -0.108], [1.249, 0.760, 0.413], [2.269, 0.084, -0.392], [-0.133, -2.241, -0.339], [-1.772, -0.516, -0.518], [-1.389, -0.398, 1.222], [-0.016, 1.411, -1.090], [-0.579, 1.887, 0.390]], "nbo_charge": [-0.314, 0.388, -0.434, -0.245, -0.160, -0.318, 0.228, 0.222, 0.218, 0.208, 0.208]}